(1)
DFT (ωB97M-V/def2-TZVPD) results for a structure of composition C6H9BaO4 at a distorted geometry.

XYZ file:
```
20
C6H9BaO4 | the Open Molecules 2025 dataset | ωB97M-V/def2-TZVPD
O -0.44932 -2.37511 -2.95111
C -0.17888 -3.33341 -1.96867
C -0.89003 -4.45150 -1.86140
H 0.68906 -3.07761 -1.35763
H -0.61344 -5.17661 -1.09524
H -1.75021 -4.65536 -2.50105
O 1.46915 1.92135 1.38933
C 0.43851 1.21625 0.98758
O 0.51773 -0.03197 1.17125
Ba -1.81794 -0.26359 0.05111
O -2.22930 -1.23027 -2.20437
C -1.65481 -1.88636 -3.06461
H -2.13124 -2.16338 -4.01324
C 1.27006 3.32573 1.62154
H 2.11636 3.83178 1.14011
H 0.34319 3.63546 1.12042
C 1.22621 3.61747 3.10432
H 0.36504 3.12299 3.57439
H 2.14519 3.27313 3.59784
H 1.13465 4.70103 3.25942
```

As for the total energy: -15244.125 eV. The charge is +1. As for the energy relative to the best compared isomer or geometry (same formula, charge and spin): 0.459 eV. Its lowest unoccupied orbital energy is -4.00 eV. For the HOMO-LUMO gap, the calculation gives 6.6735 eV.

---

(2)
DFT (ωB97M-V/def2-TZVPD) results for a structure of composition C6H9BeCl2INO4P at a distorted geometry.

XYZ file:
```
25
C6H9BeCl2INO4P | the Open Molecules 2025 dataset | ωB97M-V/def2-TZVPD
O -3.82189 -1.45934 -2.08141
C -3.17352 -0.41282 -2.18993
I -3.84463 1.26048 -3.45181
C -1.76204 -0.32444 -1.38324
O -1.92028 -0.53182 0.04313
C -0.71086 -0.94711 0.62532
O -0.29626 -2.12220 0.28857
N 0.07295 -0.24025 1.58277
C 1.53701 -0.45853 1.49937
C 2.23145 -0.32561 0.06882
C 2.20892 1.14055 -0.59581
Cl 1.44765 1.00041 -2.25739
P -0.47036 1.38239 2.00383
O -1.93014 1.11387 2.88526
Cl -1.09691 2.51951 0.34913
H -1.09411 -1.11062 -1.89794
H -1.31266 0.70164 -1.65455
H 1.73450 -1.54391 1.84657
H 2.03626 0.19812 2.29730
H 3.34907 -0.57228 0.23393
H 1.86999 -1.12620 -0.72207
H 1.68615 1.85788 0.11213
H 3.28799 1.50172 -0.77184
H -1.64842 1.22183 3.82810
Be 1.62014 -2.72328 -0.65827
```

As for the total energy: -58860.081 eV. The charge is +2. Its lowest unoccupied orbital energy is -12.99 eV. For the HOMO-LUMO gap, the calculation gives 2.0625 eV.

---

(3)
DFT (ωB97M-V/def2-TZVPD) results for a cluster of 2 separate species, C6H9Br in total at a distorted geometry.

XYZ file:
```
16
C6H9Br | the Open Molecules 2025 dataset | ωB97M-V/def2-TZVPD
C -0.62308 -0.23666 0.26480
C -0.22604 0.91798 0.31758
C -0.00524 -0.82052 -3.23403
C -1.30848 -0.86726 -3.25149
C -1.10164 -1.55243 0.38181
C 0.24630 2.24468 -0.15375
Br -2.30001 0.73162 -3.17170
H 0.46389 0.08584 -3.40451
H 0.54011 -1.82062 -3.22730
H -1.91478 -1.77250 -3.43464
H -1.70300 -1.64247 -0.58667
H -1.55317 -1.78785 1.35878
H -0.39599 -2.37078 0.07923
H 0.48653 2.76670 0.81622
H -0.48498 2.65143 -0.83654
H 1.16118 2.05463 -0.84662
```

As for the total energy: -76406.865 eV. As for the energy relative to the best compared isomer or geometry (same formula, charge and spin): 2.838 eV. The SMILES is C=CBr.CC#CC. Its lowest unoccupied orbital energy is 0.86 eV. For the HOMO-LUMO gap, the calculation gives 9.8018 eV.

---

(4)
DFT (ωB97M-V/def2-TZVPD) results for an isolated molecule of C6H9Br at a distorted geometry.

XYZ file:
```
16
C6H9Br | the Open Molecules 2025 dataset | ωB97M-V/def2-TZVPD
C 0.40139 0.08928 -0.32066
C 3.00952 -0.81556 -0.49403
C -0.86120 0.41774 -0.06058
C 1.43617 -0.81161 -0.25983
C -1.44879 1.63453 -0.66365
C -1.76405 -0.32024 0.84429
Br 4.12164 0.40812 0.36547
H 1.73872 -1.15266 0.75143
H 3.27397 -1.83989 -0.61062
H 1.11758 -1.85344 -0.64412
H -2.44591 1.32523 -1.14957
H -0.82847 2.01584 -1.41077
H -1.71247 2.43432 0.13427
H -1.24135 -1.25302 1.28298
H -2.82837 -0.65727 0.50890
H -1.96837 0.37863 1.72650
```

As for the total energy: -76404.541 eV. As for the energy relative to the best compared isomer or geometry (same formula, charge and spin): 5.162 eV. Its lowest unoccupied orbital energy (spin up / spin down) is -0.07 / 0.07 eV. For the HOMO-LUMO gap (spin up / spin down), the calculation gives 7.7924 / 8.0084 eV.

---

(5)
DFT (ωB97M-V/def2-TZVPD) results for a structure of composition C6H9Br at a distorted geometry.

XYZ file:
```
16
C6H9Br | the Open Molecules 2025 dataset | ωB97M-V/def2-TZVPD
C 0.65602 0.64776 0.03649
C 0.62464 0.68879 1.32479
C -0.34058 -0.37257 -0.04810
C 1.33326 1.67921 -0.75329
C 0.21307 -1.77437 0.15032
C -1.83207 -0.17804 -0.30455
Br 0.14686 0.32237 3.08926
H 2.35496 1.78170 -0.29114
H 0.78642 2.60581 -0.82083
H 1.39052 1.33984 -1.75096
H -0.15361 -2.10246 1.00634
H 1.31410 -1.68397 0.05190
H -0.07820 -2.49717 -0.59920
H -2.35925 -1.04805 0.20456
H -2.02557 -0.23579 -1.43576
H -2.03058 0.82692 0.14016
```

The expectation value of S² is 2.017. As for the spin multiplicity: 3. As for the total energy: -76403.541 eV. As for the energy relative to the best compared isomer or geometry (same formula, charge and spin): 1.780 eV. Its lowest unoccupied orbital energy (spin up / spin down) is 0.84 / -0.64 eV. For the HOMO-LUMO gap (spin up / spin down), the calculation gives 6.2514 / 8.3518 eV.

---

(6)
DFT (ωB97M-V/def2-TZVPD) results for a structure of composition C6H9BrINO at a distorted geometry.

XYZ file:
```
19
C6H9BrINO | the Open Molecules 2025 dataset | ωB97M-V/def2-TZVPD
C 1.16767 1.19732 0.61589
C 1.48554 0.08025 -0.33926
C 0.44640 0.26694 -1.47268
C -0.68823 -0.82825 -1.36604
C -0.09442 -0.46844 2.02443
C -1.55586 -0.57752 -0.13074
N 0.33803 0.85443 1.68272
O 1.42424 2.37576 0.48910
Br -2.77283 -1.99230 0.18344
I -2.66402 1.33201 -0.39064
H 2.48490 0.34479 -0.78945
H 1.35233 -1.01051 -0.02171
H -0.00038 1.18786 -1.25910
H 0.70285 0.26879 -2.53863
H -1.26285 -0.85666 -2.31369
H -0.35767 -1.90834 -1.33956
H -0.75258 -0.50073 2.97792
H 0.46062 -1.33024 1.63507
H 0.28627 1.56482 2.35294
```

As for the total energy: -88045.116 eV. As for the energy relative to the best compared isomer or geometry (same formula, charge and spin): 1.463 eV. Its lowest unoccupied orbital energy (spin up / spin down) is -0.27 / -0.94 eV. For the HOMO-LUMO gap (spin up / spin down), the calculation gives 8.0422 / 6.9248 eV.

---

Q: What is the formula in the fifth record?
A: C6H9Br